(1)
Entry from the OMol25 dataset: a 2-piece molecular cluster, C39H72N3O5 overall at a distorted geometry (the ωB97M-V functional and the def2-TZVPD basis).

XYZ file:
```
119
C39H72N3O5 (the ωB97M-V functional and the def2-TZVPD basis)
C 8.37301 1.32738 0.87933
O 8.14095 0.90445 -0.51193
C 7.57724 2.00745 -1.30768
C 6.84961 1.40073 -2.67240
C 5.45243 2.23780 -2.96862
C 4.26669 1.43915 -2.10720
C 3.75131 0.20523 -3.10397
C 3.03113 -1.01116 -2.26604
C 1.69464 -1.57784 -3.06036
C 0.92327 -2.65413 -2.07521
C -0.59051 -2.91368 -2.73691
C -1.67681 -1.95182 -1.97251
C -3.24452 -2.16443 -2.50425
C -4.02321 -3.01207 -1.33777
C -5.64059 -2.76618 -1.25561
C -6.28971 -1.32691 -1.69596
C -7.92738 -1.56922 -1.94058
C -8.72283 -1.09973 -0.56117
O -9.84494 -0.18977 -0.78585
C -9.53965 1.21572 -0.54035
C -8.07782 1.92925 -0.38256
C -7.79340 3.53643 -0.15122
C -6.29611 4.18557 0.01034
C -9.08747 4.54149 -0.09984
C -10.60293 3.87525 -0.24101
C -10.85967 2.24131 -0.46400
C -12.40890 1.64516 -0.62366
C -13.56212 2.82280 -0.57598
C -12.64965 0.80205 -2.00891
N -8.41409 -1.11617 -3.28471
C -8.23988 0.35425 -3.55145
C -9.75632 -1.65814 -3.68603
C -10.13516 -1.54639 -5.31150
O -10.70610 -2.17482 -2.90862
N -7.89928 -3.10261 -2.12272
C -6.53439 -3.77332 -2.23758
O -6.16294 -4.87121 -2.90170
H 7.93012 2.39364 1.10766
H 7.78520 0.57112 1.58995
H 9.50204 1.25422 1.19396
H 8.43431 2.73685 -1.67698
H 6.73494 2.57918 -0.71917
H 6.52455 0.29038 -2.46108
H 7.58947 1.37631 -3.58828
H 5.52232 3.36081 -2.62861
H 5.14608 2.13419 -4.11141
H 3.38000 2.16221 -1.79024
H 4.81521 0.95480 -1.17723
H 3.05189 0.64672 -3.94596
H 4.72578 -0.25903 -3.60307
H 2.73899 -0.62621 -1.17963
H 3.78831 -1.89781 -2.14428
H 0.89532 -0.72668 -3.29217
H 2.00723 -2.03779 -4.09960
H 1.57502 -3.63151 -2.07302
H 0.87220 -2.17152 -1.00697
H -0.80617 -4.06936 -2.56399
H -0.49819 -2.67546 -3.89775
H -1.58944 -2.12338 -0.80960
H -1.35118 -0.83399 -2.16323
H -3.68226 -1.09426 -2.69505
H -3.13833 -2.78457 -3.51184
H -3.87078 -4.16485 -1.60868
H -3.55161 -2.89343 -0.25331
H -5.92776 -3.18994 -0.19651
H -5.86127 -1.16869 -2.79830
H -5.96314 -0.55685 -0.87826
H -9.20246 -2.10942 -0.13824
H -7.97469 -0.75874 0.30402
H -7.12607 1.23365 -0.44058
H -5.74594 4.39888 -1.00290
H -6.43426 5.24600 0.53377
H -5.59002 3.57326 0.74181
H -8.89647 5.69971 0.02478
H -11.49748 4.66390 -0.21349
H -12.57431 0.98070 0.35377
H -13.55582 3.47250 0.39698
H -14.64665 2.41020 -0.82376
H -13.30105 3.57040 -1.46870
H -12.66423 -0.35043 -1.69905
H -13.73911 1.01165 -2.43771
H -11.80480 0.90671 -2.81164
H -7.90533 0.51725 -4.68211
H -7.44351 0.90432 -2.89672
H -9.29613 0.88670 -3.46460
H -11.25988 -1.88783 -5.47223
H -10.13147 -0.37651 -5.54410
H -9.36494 -2.14518 -5.96743
H -8.59854 -3.64055 -1.56615
C 8.51335 -0.41945 5.06447
C 9.72213 -0.67061 5.95653
N 10.92814 -1.31301 5.23257
C 10.47200 -2.67832 4.65779
C 12.03498 -1.66957 6.25821
C 12.69754 -0.50196 6.96343
C 11.45351 -0.48774 4.01769
C 11.80795 0.98961 4.27217
O 10.67459 1.73650 4.69628
C 11.02169 2.88722 5.46313
H 8.06653 -1.35374 4.71206
H 7.74123 0.10126 5.64003
H 8.74290 0.19784 4.19623
H 9.43810 -1.35899 6.76363
H 10.05664 0.25321 6.42987
H 10.03990 -3.26741 5.47274
H 11.34845 -3.18504 4.24165
H 9.73822 -2.50910 3.86817
H 12.79110 -2.25677 5.72599
H 11.56007 -2.31888 7.00385
H 13.50747 -0.08629 6.35841
H 13.17611 -0.86169 7.88253
H 12.00876 0.29394 7.25070
H 10.66863 -0.53670 3.25247
H 12.33331 -1.02190 3.64100
H 12.14647 1.42550 3.32445
H 12.63799 1.09170 4.96873
H 12.03593 3.24134 5.25483
H 10.92788 2.63988 6.52355
H 10.30884 3.68496 5.22996
```

Calculated values
Energy relative to the best compared isomer or geometry (same formula, charge and spin)   20.925 eV
Net charge   +1
HOMO-LUMO gap   6.4 eV

(2)
Entry from the OMol25 dataset: a 4-piece molecular cluster, C39H77F3N4O10PS2 overall at a distorted geometry (the ωB97M-V functional and the def2-TZVPD basis).

XYZ file:
```
136
C39H77F3N4O10PS2 (the ωB97M-V functional and the def2-TZVPD basis)
C -0.57711 -3.90454 -6.32919
C 0.26613 -2.70145 -6.86350
C -0.10664 -1.93600 -8.04467
C 0.75024 -0.82434 -8.43197
C 1.96321 -0.42232 -7.69969
C 2.73487 0.80510 -8.26339
C 4.30271 0.68758 -8.23984
C 2.19753 2.17038 -7.61733
C 2.32668 -1.17672 -6.48905
O 3.45920 -0.73787 -5.79652
C 3.53071 -1.22392 -4.46625
C 2.39091 -0.68405 -3.52161
C 1.76591 0.69922 -3.94302
O 0.96858 1.16873 -2.84828
C 1.80559 1.66198 -1.72597
C 0.74783 1.72784 -0.52337
C -0.14142 0.46355 -0.33440
O 0.14759 -0.29264 0.89481
C -0.28463 -1.60061 0.65803
O 0.27072 -2.53692 1.15259
P 2.07249 3.48367 -2.11075
C 0.49840 4.23195 -2.87499
C 3.37787 3.99285 -3.31465
C 3.04307 0.70230 -1.45813
S 3.18751 0.33356 0.38515
C 4.46752 1.23845 -1.81884
F 5.50445 0.40888 -1.37036
F 4.77705 2.39526 -1.16051
F 4.72634 1.31879 -3.16810
N 2.67694 -0.64922 -2.04407
S 3.65870 -2.04404 -1.57530
C 1.46811 -2.30091 -6.13556
H -1.51517 -3.46032 -5.88484
H -0.03745 -4.39441 -5.48289
H -0.91274 -4.60401 -7.13031
H -1.02709 -2.17274 -8.62473
H 0.45819 -0.23100 -9.32919
H 2.44447 0.88141 -9.35215
H 4.69896 -0.30809 -8.54759
H 4.73504 1.54443 -8.82645
H 4.63475 0.87437 -7.17577
H 1.93029 1.95044 -6.55432
H 2.93972 2.99357 -7.74828
H 1.24368 2.39572 -8.17291
H 3.47085 -2.35129 -4.45041
H 4.57708 -1.00542 -4.10962
H 1.54691 -1.42525 -3.64209
H 2.49138 1.43647 -4.36196
H 1.04555 0.46104 -4.77735
H 1.18300 2.16955 0.41077
H 0.02399 2.53095 -0.85554
H -1.21214 0.79965 -0.19726
H -0.17100 -0.25510 -1.19287
H -1.20174 -1.83124 0.04096
H 0.75975 4.95728 -3.69317
H -0.12036 3.43611 -3.38598
H -0.13827 4.72167 -2.10220
H 4.36850 4.22535 -2.83124
H 3.06450 4.97624 -3.77081
H 3.61254 3.32653 -4.18286
H 4.34513 -0.34712 0.62521
H 1.77323 -0.88564 -1.59255
H 4.91126 -1.91479 -2.12575
H 1.70136 -2.90271 -5.21774
C -7.87300 -4.48716 -1.09363
O -7.03594 -3.47144 -0.56084
C -6.26685 -3.90897 0.55727
C -4.78586 -3.93073 0.20403
N -4.48701 -4.99996 -0.74503
C -3.14164 -4.92377 -1.31008
C -2.82251 -3.71996 -2.20302
O -3.54671 -3.69663 -3.42225
C -4.82370 -3.07793 -3.34621
H -8.50176 -4.03371 -1.86073
H -7.27934 -5.27874 -1.56034
H -8.51816 -4.90944 -0.31976
H -6.60216 -4.87924 0.93468
H -6.42222 -3.17355 1.35266
H -4.20091 -4.08546 1.11611
H -4.52823 -2.94703 -0.20996
H -5.15410 -4.96223 -1.50649
H -3.00218 -5.82887 -1.90835
H -2.41042 -4.97111 -0.49523
H -1.76772 -3.80329 -2.48970
H -2.91584 -2.76327 -1.67325
H -4.85595 -2.27820 -2.60203
H -5.59458 -3.82173 -3.13530
H -5.04812 -2.64795 -4.32365
C 1.63049 0.35593 3.96459
O 2.71821 -0.10302 4.74946
C 3.97746 0.39723 4.30927
C 4.56389 1.33998 5.34988
N 3.80139 2.58374 5.41489
C 4.15270 3.43194 6.55504
C 3.83927 2.89177 7.95363
O 2.45022 2.76418 8.22283
C 1.87346 1.53572 7.81041
H 0.73134 -0.16363 4.29842
H 1.47764 1.43060 4.10532
H 1.78821 0.13277 2.90650
H 3.91112 0.87885 3.32688
H 4.64208 -0.46777 4.21000
H 5.60175 1.56677 5.08712
H 4.55812 0.81719 6.31357
H 2.81452 2.36345 5.47665
H 3.60269 4.36895 6.42833
H 5.21694 3.68345 6.49658
H 4.21189 3.62719 8.67272
H 4.36945 1.95912 8.17594
H 2.58238 0.70527 7.85763
H 1.46401 1.62671 6.80050
H 1.03926 1.31422 8.47835
C -2.33928 0.09932 3.87311
O -1.68418 0.61423 5.01919
C -1.49096 2.02907 4.95977
C -2.33174 2.72127 6.02306
N -3.75364 2.64453 5.69959
C -4.62954 3.07167 6.79244
C -4.63185 2.21969 8.06547
O -5.16566 0.91584 7.88520
C -4.23013 -0.05504 7.44779
H -2.34023 -0.98946 3.94948
H -3.37753 0.44060 3.82931
H -1.81087 0.38459 2.95790
H -1.69358 2.43360 3.96288
H -0.43456 2.21068 5.18116
H -2.03342 3.77185 6.08894
H -2.11578 2.23962 6.98436
H -3.98724 1.68817 5.46128
H -5.64755 3.07655 6.39239
H -4.39114 4.10787 7.05434
H -5.29673 2.71314 8.78042
H -3.64932 2.17786 8.54852
H -3.21940 0.14544 7.81264
H -4.23239 -0.12166 6.35652
H -4.54810 -1.02594 7.83144
```

Calculated values
Energy relative to the best compared isomer or geometry (same formula, charge and spin)   0.000 eV
Net charge   +1
HOMO-LUMO gap   6.4 eV

(3)
Entry from the OMol25 dataset: a 10-piece molecular cluster, C39H79F3N5O38S9 overall at a distorted geometry (the ωB97M-V functional and the def2-TZVPD basis).

XYZ file:
```
173
C39H79F3N5O38S9 (the ωB97M-V functional and the def2-TZVPD basis)
C -3.22521 -0.17508 -0.03456
C -2.16084 0.92228 -0.15245
O -1.46764 0.72949 -1.39009
C -0.13771 0.28870 -1.22340
C 0.76733 1.50054 -1.49450
N 2.23127 1.31665 -1.30011
C 2.58517 0.61078 -0.17471
N 2.33153 1.07014 1.03004
C 1.73138 2.40093 1.23818
C 2.61711 0.30934 2.24409
C 1.46418 -0.66561 2.60111
O 2.07628 -1.85350 3.07766
C 1.11019 -2.82672 3.45921
C 1.57320 -4.20596 2.95302
N 3.24361 -0.59727 -0.24704
C 4.72547 -0.58285 -0.17709
C 5.46267 0.68853 0.26029
C 5.96479 0.73943 1.72246
C 6.88440 -0.49179 2.09932
N 7.89730 -0.71868 1.04960
C 2.66585 -1.49851 -1.26559
C 3.32398 -2.88857 -1.28383
N 3.38209 -3.47183 0.06467
C 2.73100 -0.79484 -2.63084
C 2.83718 0.74436 -2.53707
C 4.28862 1.28907 -2.75418
C 4.39845 2.04369 -4.10459
C 4.59019 1.08242 -5.26612
F 3.48497 0.30215 -5.42429
F 5.67206 0.29859 -5.10606
F 4.74085 1.76407 -6.42261
H -2.69726 -1.13275 -0.07604
H -3.82952 -0.08216 -0.94050
H -3.84814 -0.05270 0.85722
H -1.49982 0.95062 0.72524
H -2.64937 1.90279 -0.19827
H 0.01717 -0.18833 -0.24752
H 0.01055 -0.47285 -2.00008
H 0.51178 1.85273 -2.49382
H 0.40359 2.30091 -0.84298
H 2.02061 3.04854 0.40995
H 0.64879 2.31896 1.35320
H 2.16824 2.80863 2.15042
H 2.73741 0.97995 3.09469
H 3.51666 -0.29763 2.19086
H 0.87710 -0.26118 3.43624
H 0.83175 -0.88401 1.72953
H 0.97644 -2.89059 4.54626
H 0.12058 -2.64823 3.02151
H 1.11692 -5.02602 3.50590
H 1.30543 -4.25742 1.89285
H 2.66449 -4.26951 2.96765
H 5.10407 -0.85347 -1.16971
H 5.03837 -1.41879 0.45829
H 6.38797 0.72294 -0.32298
H 4.97471 1.64910 0.06445
H 6.63108 1.62997 1.74591
H 5.18199 0.95416 2.45386
H 6.30342 -1.39076 2.33097
H 7.43875 -0.20403 2.99298
H 7.75263 -1.60127 0.57914
H 8.82448 -0.69026 1.44939
H 1.64166 -1.69937 -0.93093
H 4.28805 -2.88916 -1.79825
H 2.61467 -3.49067 -1.85837
H 2.91203 -2.90234 0.75590
H 4.32203 -3.70473 0.34618
H 3.62913 -1.15119 -3.14991
H 1.89806 -1.13180 -3.25514
H 2.30204 1.11950 -3.40776
H 4.47259 2.03601 -1.98351
H 5.02796 0.48944 -2.78560
H 5.18269 2.80210 -4.08601
H 3.46993 2.57901 -4.33758
C -0.05354 6.12188 -4.74297
C -0.15655 4.69475 -5.22516
O -0.18434 3.91860 -4.02030
S -0.92958 4.74733 -2.86523
O -2.27447 4.31265 -2.79394
O -0.07653 4.77255 -1.72808
O -0.88755 6.18240 -3.57110
H 0.96694 6.36153 -4.44555
H -0.39438 6.83791 -5.48633
H 0.68538 4.40401 -5.84767
H -1.08751 4.51966 -5.76886
C 9.24652 4.94760 2.36171
C 10.53156 4.59503 3.07764
O 10.28189 3.30252 3.64358
S 9.29641 2.47560 2.68865
O 10.07760 1.62107 1.87244
O 8.19751 2.00337 3.45127
O 8.79976 3.71131 1.79100
H 8.48314 5.29931 3.05895
H 9.39603 5.69177 1.58378
H 10.78761 5.30879 3.85560
H 11.36550 4.50524 2.37847
C 1.87986 -2.48916 -6.66030
C 1.86170 -3.91017 -7.18206
O 1.83905 -4.72472 -6.00108
S 1.02493 -3.97148 -4.84756
O -0.30241 -4.46007 -4.82192
O 1.83609 -3.93301 -3.68093
O 1.01443 -2.51130 -5.51575
H 2.87887 -2.19853 -6.32867
H 1.51998 -1.77165 -7.39291
H 2.73185 -4.14336 -7.78914
H 0.95437 -4.11489 -7.75397
C -7.16365 -3.21660 1.21104
C -7.92882 -2.58403 2.35089
O -6.91415 -2.06702 3.22620
S -5.65837 -1.60339 2.35665
O -5.74027 -0.20098 2.13827
O -4.49394 -2.21761 2.88891
O -6.04955 -2.34279 0.98554
H -6.77767 -4.19822 1.49144
H -7.76303 -3.30724 0.30940
H -8.55959 -3.29679 2.87569
H -8.53864 -1.74512 2.00553
C -8.67837 -8.08971 -1.20732
C -7.43420 -7.35461 -0.76436
O -7.83457 -5.97706 -0.71363
S -9.38256 -5.88620 -0.29292
O -9.45294 -5.62899 1.10259
O -10.05327 -5.07902 -1.24354
O -9.76010 -7.42040 -0.54405
H -8.83060 -7.99896 -2.28423
H -8.65583 -9.14077 -0.93506
H -6.60204 -7.48698 -1.45002
H -7.12856 -7.65796 0.23949
C 4.22292 7.31575 -1.16803
C 4.20100 8.24144 -2.36108
O 4.72786 7.44811 -3.43863
S 4.31337 5.92074 -3.22883
O 3.16004 5.64270 -4.01223
O 5.47990 5.11881 -3.31413
O 3.85764 6.02743 -1.69884
H 5.22370 7.23847 -0.74185
H 3.52577 7.62135 -0.39691
H 4.80328 9.13170 -2.20955
H 3.18102 8.53324 -2.62100
C 3.22695 9.83795 3.82493
C 2.14069 9.74122 2.77554
O 2.61369 10.55626 1.69522
S 4.21365 10.48695 1.63244
O 4.59113 9.52613 0.65235
O 4.72209 11.80454 1.61740
O 4.45302 9.84198 3.07933
H 3.16251 10.77417 4.38208
H 3.20893 9.00235 4.51953
H 1.17961 10.10095 3.13180
H 2.03172 8.71791 2.40822
C -9.26773 0.35547 7.45641
C -10.15116 0.73994 6.28905
O -9.59280 0.04115 5.17020
S -8.96792 -1.35303 5.66495
O -9.91406 -2.38504 5.43308
O -7.63822 -1.44105 5.18457
O -8.95694 -1.02494 7.24025
H -8.33366 0.92141 7.45274
H -9.76561 0.48564 8.41390
H -10.15856 1.81053 6.10376
H -11.17543 0.38895 6.43293
C -12.07307 -10.65875 1.21153
C -12.30257 -12.15512 1.21208
O -11.63408 -12.62125 0.03211
S -10.34880 -11.70797 -0.24920
O -9.20312 -12.35580 0.27649
O -10.40994 -11.24269 -1.58735
O -10.73177 -10.49803 0.73270
H -12.74699 -10.15171 0.51822
H -12.17677 -10.22122 2.20090
H -13.35651 -12.41675 1.18115
H -11.83553 -12.63005 2.07754
```

Calculated values
Net charge   +1
HOMO-LUMO gap   9.0 eV

no.,DFT total energy (eV),E_HOMO (eV)
1,-56290.5287,-8.80
2,-107222.6057,-10.03
3,-232634.7093,-10.78